[1]
A 5-piece molecular cluster, C28H46F4IN6O13 overall. Source: the Open Molecules 2025 dataset; level of theory: ωB97M-V/def2-TZVPD.

Last column: Löwdin charge in e.
Atoms and positions in Å:
C1 8.669 -3.887 0.841  -0.11
O1 8.097 -2.597 0.716  -0.18
C2 7.322 -2.280 1.857  -0.26
C3 6.704 -0.908 1.692  -0.17
C4 5.592 -0.868 0.620  -0.22
C5 4.553 0.208 0.978  -0.23
C6 3.371 0.291 -0.011  -0.23
C7 2.018 -0.117 0.591  -0.75
I1 2.135 -2.210 1.178  0.97
C8 0.927 0.054 -0.468  -0.19
N1 -0.385 -0.324 0.072  0.11
C9 -0.687 0.279 1.237  -0.32
N2 -1.831 0.055 1.859  -0.04
C10 -1.866 0.013 3.316  0.01
C11 -3.058 -0.154 1.045  -0.12
C12 -4.235 -0.774 1.782  -0.16
C13 -4.155 -2.285 2.138  -0.16
C14 -2.975 -3.071 1.579  -0.22
N3 -3.185 -3.426 0.165  0.03
C15 -4.087 -4.488 -0.144  -0.55
N4 -4.376 -4.773 -1.353  0.11
N5 -4.674 -5.226 0.890  0.13
N6 0.209 1.211 1.765  0.08
C16 1.608 0.740 1.815  -0.18
H1 9.013 -4.082 1.861  0.09
H2 7.926 -4.649 0.584  0.09
H3 9.522 -3.952 0.172  0.09
H4 7.976 -2.267 2.738  0.12
H5 6.552 -3.048 2.009  0.12
H6 7.460 -0.163 1.446  0.12
H7 6.259 -0.642 2.654  0.11
H8 6.014 -0.647 -0.360  0.12
H9 5.124 -1.853 0.579  0.07
H10 5.080 1.165 0.974  0.12
H11 4.224 0.035 2.004  0.09
H12 3.569 -0.263 -0.928  0.12
H13 3.242 1.343 -0.290  0.12
H14 0.873 1.100 -0.768  0.13
H15 1.137 -0.566 -1.335  0.13
H16 -0.553 -1.324 0.092  0.11
H17 -0.892 0.268 3.720  0.10
H18 -2.569 0.754 3.699  0.11
H19 -2.178 -0.970 3.661  0.10
H20 -3.362 0.849 0.732  0.13
H21 -2.846 -0.719 0.142  0.11
H22 -4.480 -0.212 2.684  0.11
H23 -5.090 -0.633 1.121  0.12
H24 -5.050 -2.750 1.725  0.10
H25 -4.212 -2.429 3.216  0.11
H26 -2.020 -2.540 1.634  0.10
H27 -2.837 -3.955 2.211  0.10
H28 -2.302 -3.682 -0.255  0.11
H29 -3.918 -4.099 -1.963  0.04
H30 -3.952 -5.612 1.493  0.06
H31 -5.095 -6.034 0.446  0.10
H32 0.127 2.081 1.237  0.11
H33 2.267 1.592 1.966  0.14
H34 1.697 0.120 2.707  0.08
C17 -1.974 3.927 -1.717  -0.03
C18 -1.801 5.412 -1.502  -0.30
O2 -1.515 5.486 -0.107  0.14
C19 -0.938 4.317 0.250  -0.55
O3 -0.366 4.117 1.273  0.17
O4 -1.097 3.382 -0.716  0.06
F1 -2.936 6.098 -1.754  0.09
H35 -2.996 3.605 -1.513  0.15
H36 -1.691 3.595 -2.711  0.13
H37 -0.977 5.859 -2.061  0.18
C20 -1.336 1.006 -6.631  -0.04
C21 -0.250 1.652 -5.801  -0.31
O5 -0.945 1.983 -4.604  0.11
C22 -1.968 1.089 -4.468  -0.56
O6 -2.577 0.919 -3.464  0.17
O7 -2.172 0.424 -5.621  0.09
F2 0.223 2.785 -6.363  0.09
H38 -1.903 1.749 -7.192  0.15
H39 -0.965 0.244 -7.310  0.14
H40 0.588 0.996 -5.560  0.17
C23 -0.088 -7.035 1.068  -0.04
C24 -0.586 -8.451 1.251  -0.30
O8 -1.367 -8.348 2.434  0.15
C25 -1.818 -7.076 2.510  -0.56
O9 -2.690 -6.689 3.217  0.17
O10 -1.155 -6.266 1.645  0.05
F3 0.425 -9.321 1.458  0.09
H41 0.830 -6.858 1.630  0.15
H42 0.066 -6.759 0.028  0.14
H43 -1.214 -8.820 0.438  0.18
C26 -1.999 9.046 -1.048  -0.07
C27 -0.868 9.737 -1.771  -0.31
O11 -1.455 10.961 -2.155  0.14
C28 -2.437 11.250 -1.246  -0.54
O12 -2.955 12.302 -1.124  0.20
O13 -2.721 10.148 -0.500  0.08
F4 -0.483 9.049 -2.880  0.06
H44 -2.639 8.496 -1.737  0.13
H45 -1.658 8.378 -0.260  0.13
H46 0.012 9.936 -1.156  0.17

Force components x, y, z for each atom (eV/Å):
C -0.170 0.031 -0.076
O 0.028 -0.044 0.234
C 0.483 0.319 -0.133
C -0.606 -0.216 -0.453
C 0.069 0.225 0.601
C 0.433 -0.243 -0.588
C -0.209 0.379 0.775
C 0.431 0.498 -0.569
I -0.242 -0.006 -0.087
C -0.162 -0.628 0.145
N 0.513 0.142 0.539
C -0.033 0.427 0.138
N 0.411 -0.405 -0.608
C -0.474 0.901 0.340
C -0.480 -0.014 0.250
C -0.024 -0.477 0.089
C 0.011 0.335 -0.339
C -0.128 -0.433 0.101
N 0.116 -0.327 0.687
C -0.216 -0.182 -0.833
N 0.286 0.146 0.231
N 0.825 -0.173 -0.120
N 0.386 -0.728 -0.222
C -0.135 -0.675 0.267
H 0.048 0.095 0.029
H 0.081 -0.089 -0.030
H -0.052 -0.011 -0.108
H -0.043 -0.139 0.051
H -0.097 0.046 0.057
H 0.168 -0.055 0.172
H 0.080 0.067 0.058
H 0.009 -0.128 -0.075
H -0.092 -0.007 -0.141
H -0.061 0.056 0.131
H -0.188 0.029 -0.004
H 0.018 -0.123 0.018
H -0.035 -0.034 -0.167
H 0.093 0.034 -0.105
H -0.076 0.085 -0.093
H -0.387 0.057 -0.405
H 0.081 -0.101 -0.113
H -0.021 -0.057 0.017
H 0.037 -0.093 -0.150
H 0.038 0.010 -0.050
H 0.143 -0.104 0.083
H 0.087 0.137 -0.049
H 0.041 0.110 -0.071
H -0.012 -0.146 0.204
H 0.100 0.044 0.049
H -0.084 0.169 0.041
H 0.036 -0.023 -0.064
H 0.018 0.149 -0.166
H -0.213 0.018 -0.130
H -0.146 0.335 0.483
H -0.445 0.172 -0.033
H -0.286 0.366 0.540
H -0.070 0.133 -0.239
H 0.058 0.205 0.115
C -0.103 -0.219 -0.338
C -0.263 -0.006 0.063
O 0.361 -0.089 -0.131
C -0.178 0.049 0.049
O 0.067 -0.106 -0.028
O 0.016 0.088 -0.015
F 0.046 -0.075 0.069
H -0.040 0.142 0.030
H 0.208 -0.105 0.113
H -0.079 0.107 -0.015
C -0.042 -0.165 -0.208
C -0.082 0.300 -0.101
O 0.158 -0.285 0.064
C -0.192 -0.089 -0.070
O 0.034 0.140 0.108
O 0.139 0.108 0.034
F -0.035 -0.012 0.080
H 0.069 0.090 0.051
H -0.085 -0.126 0.127
H 0.065 0.079 -0.024
C 0.076 0.238 -0.201
C 0.188 -0.114 0.174
O -0.116 0.177 -0.311
C -0.207 0.201 0.284
O -0.012 -0.057 -0.022
O 0.242 -0.258 -0.186
F -0.051 0.038 0.053
H -0.001 -0.153 0.053
H -0.170 0.065 0.013
H 0.047 -0.087 0.011
C -0.067 -0.163 0.300
C -0.131 0.081 -0.260
O 0.164 -0.050 0.271
C -0.205 0.092 -0.005
O -0.003 -0.028 -0.053
O 0.167 -0.010 -0.120
F -0.009 0.023 0.022
H 0.084 0.058 -0.136
H -0.084 0.139 0.131
H 0.084 -0.075 -0.098

Computed properties:
Kohn-Sham gap (eV): 8.5196
Spin multiplicity: 1
HOMO level (eV): -11.2901
Net charge: +1

---

[2]
C27H32N4O5 in the gas phase. Source: the Open Molecules 2025 dataset; level of theory: ωB97M-V/def2-TZVPD.

Last column: Löwdin charge in e.
Atoms and positions in Å:
C1 -3.499 -4.142 -5.158  0.00
C2 -2.756 -3.691 -3.957  -0.31
C3 -3.134 -3.513 -2.660  0.06
C4 -1.944 -3.067 -2.023  -0.30
N1 -1.735 -2.737 -0.708  0.17
C5 -2.689 -2.655 0.259  -0.46
O1 -3.865 -2.881 0.082  0.08
C6 -2.121 -2.235 1.609  -0.08
C7 -1.718 -0.754 1.639  -0.07
C8 -0.337 -0.504 1.065  -0.41
O2 0.314 -1.391 0.517  0.02
N2 0.162 0.737 1.204  0.03
C9 -0.587 1.881 1.697  -0.04
C10 -0.640 1.958 3.190  -0.25
C11 -1.680 1.831 4.066  -0.03
C12 -1.134 2.012 5.360  -0.05
C13 0.194 2.233 5.172  -0.10
O3 0.499 2.205 3.868  0.05
C14 1.491 1.004 0.631  -0.13
C15 1.208 1.599 -0.760  -0.41
O4 0.879 2.756 -0.944  0.06
N3 1.272 0.683 -1.739  0.12
C16 0.930 0.971 -3.113  -0.29
C17 -0.355 0.249 -3.570  -0.12
C18 -0.050 -0.333 -4.959  -0.19
C19 1.249 0.343 -5.399  -0.19
C20 2.014 0.507 -4.091  -0.14
C21 2.352 1.812 1.574  -0.13
C22 2.557 3.173 1.396  -0.02
C23 3.340 3.896 2.278  -0.07
C24 3.930 3.260 3.354  -0.08
C25 3.732 1.903 3.536  -0.05
C26 2.949 1.162 2.662  -0.23
C27 2.756 -0.303 2.914  -0.02
N4 -0.956 -2.991 -2.887  0.10
O5 -1.454 -3.381 -4.091  -0.01
H1 -4.537 -4.325 -4.900  0.09
H2 -3.056 -5.056 -5.552  0.09
H3 -3.446 -3.382 -5.937  0.09
H4 -4.087 -3.661 -2.202  0.11
H5 -0.782 -2.467 -0.455  0.11
H6 -2.897 -2.410 2.354  0.12
H7 -1.253 -2.853 1.843  0.13
H8 -2.448 -0.164 1.079  0.14
H9 -1.726 -0.398 2.671  0.11
H10 -0.091 2.772 1.303  0.13
H11 -1.609 1.859 1.308  0.14
H12 -2.708 1.648 3.824  0.11
H13 -1.661 1.980 6.291  0.10
H14 0.998 2.416 5.857  0.12
H15 1.956 0.022 0.496  0.13
H16 1.430 -0.289 -1.512  0.14
H17 0.804 2.055 -3.171  0.15
H18 -0.600 -0.551 -2.871  0.08
H19 -1.194 0.943 -3.598  0.11
H20 -0.861 -0.157 -5.663  0.11
H21 0.103 -1.409 -4.879  0.09
H22 1.039 1.324 -5.829  0.11
H23 1.796 -0.246 -6.133  0.11
H24 2.403 -0.460 -3.767  0.12
H25 2.840 1.212 -4.161  0.11
H26 2.104 3.676 0.556  0.10
H27 3.484 4.955 2.123  0.10
H28 4.541 3.815 4.050  0.10
H29 4.192 1.406 4.379  0.11
H30 3.263 -0.599 3.829  0.08
H31 3.160 -0.899 2.095  0.09
H32 1.700 -0.549 3.013  0.08

Force components x, y, z for each atom (eV/Å):
C 0.274 0.059 -0.005
C -0.202 0.108 0.709
C 0.207 -0.035 -0.458
C -0.225 -0.256 -1.040
N 0.577 0.039 -0.132
C 0.261 0.015 0.404
O -0.304 -0.040 -0.060
C -0.093 0.096 -0.023
C 0.036 -0.332 -0.015
C -0.261 0.088 0.155
O 0.165 -0.283 -0.034
N 0.322 -0.016 -0.101
C -0.023 0.232 0.451
C -0.953 -0.095 -0.023
C 0.419 0.097 -0.527
C 0.545 0.100 0.123
C -0.597 -0.073 0.695
O 0.228 0.065 -0.374
C 0.153 -0.064 -0.170
C 0.305 -0.470 0.254
O -0.181 0.437 0.006
N 0.146 -0.193 -0.187
C -0.010 0.111 -0.148
C -0.063 0.021 -0.001
C -0.081 0.053 -0.076
C 0.076 -0.123 0.042
C -0.128 0.218 -0.098
C 0.130 0.055 -0.127
C 0.028 0.086 -0.101
C 0.047 0.057 0.111
C 0.003 0.106 0.020
C -0.020 -0.069 -0.012
C 0.109 0.049 -0.032
C 0.001 0.020 -0.039
N 0.475 0.271 1.135
O -0.571 -0.286 -0.563
H -0.044 -0.010 -0.008
H -0.032 -0.063 -0.046
H -0.057 0.021 -0.066
H -0.219 -0.044 0.020
H -0.198 -0.030 0.098
H 0.038 -0.026 -0.122
H -0.031 0.012 0.045
H -0.015 0.098 0.072
H -0.040 0.062 -0.087
H -0.206 -0.100 -0.055
H 0.127 0.099 0.058
H -0.206 -0.055 -0.151
H -0.035 0.014 0.245
H 0.193 0.036 0.020
H -0.134 0.259 0.023
H 0.008 0.095 0.199
H 0.041 -0.170 -0.028
H -0.056 0.060 0.006
H -0.051 0.016 0.055
H -0.041 -0.097 -0.044
H -0.028 -0.035 -0.027
H 0.026 0.059 -0.059
H 0.025 0.052 -0.093
H 0.064 -0.087 0.027
H 0.093 -0.020 0.075
H -0.042 -0.017 -0.036
H 0.018 0.090 -0.020
H 0.061 0.045 0.054
H 0.041 -0.074 0.068
H 0.016 -0.043 0.032
H -0.023 -0.108 -0.026
H -0.087 -0.086 0.013

Computed properties:
Kohn-Sham gap (eV): 9.5919
SMILES: Cc1cc(NC(=O)CCC(=O)N(Cc2ccco2)[C@@H](C(=O)NC2CCCC2)c2ccccc2C)no1
Spin multiplicity: 1
HOMO level (eV): -8.9340

---

[3]
An isolated ion of composition C3H7S and charge -1. Source: the Open Molecules 2025 dataset; level of theory: ωB97M-V/def2-TZVPD.

Last column: Löwdin charge in e.
Atoms and positions in Å:
C1 -0.838 -1.268 -1.472  -0.16
C2 0.409 -0.489 -1.085  -0.41
C3 0.686 -0.331 0.397  -0.80
S1 -0.120 1.129 1.185  0.01
H1 -0.946 -2.204 -0.920  0.06
H2 -0.909 -1.404 -2.561  0.05
H3 -1.770 -0.719 -1.313  0.06
H4 1.282 -0.925 -1.592  0.08
H5 0.321 0.514 -1.519  0.07
H6 1.767 -0.252 0.517  0.02
H7 0.296 -1.221 0.904  0.02

Force components x, y, z for each atom (eV/Å):
C -0.720 0.349 -0.403
C -0.006 0.500 -0.816
C -0.545 0.339 0.358
S 0.070 -0.210 -0.194
H 0.167 -0.177 -0.246
H 0.441 -0.522 0.153
H 0.159 0.285 0.638
H -0.045 -0.277 0.098
H 0.029 -0.007 0.073
H 0.042 -0.166 0.254
H 0.408 -0.113 0.086

Computed properties:
Kohn-Sham gap (eV): 6.4529
SMILES: CCC[S-]
Spin multiplicity: 1
HOMO level (eV): -2.0962
Net charge: -1